Record 1
Below is 3 unconnected molecules or ions with the total composition C33H58BClF7IN6O7P, with properties calculated with wB97M-V/def2-TZVPD.

Properties
Kohn-Sham gap = 5.64 eV

ORCA input file:
```
! RIJCOSX wB97M-V def2-TZVPD def2/J DEFGRID3
* xyz 1 1
C 2.667 1.053 -0.612
C 2.430 0.616 0.893
O 1.487 -0.467 0.988
C 2.117 -1.734 1.109
C 1.350 -2.726 2.095
C -0.138 -2.856 1.564
F -0.629 -4.158 1.707
F -0.246 -2.605 0.199
C -1.240 -1.946 2.247
F -0.867 -0.702 2.626
F -1.774 -2.710 3.281
C -2.515 -1.718 1.294
F -2.987 -2.863 0.764
F -2.347 -0.719 0.408
F -3.502 -1.274 2.157
C 2.148 -4.096 1.885
C 2.010 -4.773 0.493
C 3.428 -5.193 -0.084
O 4.373 -4.485 -0.081
I 3.641 -7.163 -0.983
C 1.947 -5.076 3.133
B 2.523 -6.565 2.927
N 1.704 -7.775 3.215
O 3.832 -6.800 2.510
N 2.494 -4.268 4.264
P 3.181 -5.105 5.639
C 3.432 -3.942 7.115
C 4.983 -5.596 5.262
C 5.892 -5.598 6.547
C 1.528 -3.285 4.493
N 0.776 -3.243 5.565
Cl -0.342 -2.005 5.904
N 1.351 -2.262 3.508
C 2.326 -1.238 3.852
C 3.768 -1.482 3.989
C 4.722 -0.454 4.307
C 4.279 0.909 4.516
C 2.860 1.183 4.425
C 1.902 0.138 4.103
H 1.692 1.230 -1.139
H 3.296 0.305 -1.150
H 3.212 2.034 -0.544
H 1.928 1.503 1.374
H 3.383 0.463 1.455
H 3.210 -1.665 1.371
H 2.137 -2.147 0.060
H 3.225 -3.772 1.976
H 1.588 -4.126 -0.325
H 1.358 -5.690 0.463
H 0.836 -5.175 3.316
H 1.873 -7.995 4.200
H 0.718 -7.588 3.027
H 3.883 -7.579 1.928
H 3.806 -4.544 7.984
H 2.493 -3.453 7.458
H 4.180 -3.137 6.912
H 5.373 -4.776 4.594
H 5.051 -6.604 4.799
H 6.866 -6.118 6.403
H 5.316 -6.128 7.359
H 6.099 -4.578 6.961
H 0.834 -3.971 6.286
H 4.179 -2.505 3.805
H 5.800 -0.735 4.370
H 5.051 1.680 4.731
H 2.533 2.226 4.614
H 0.830 0.413 4.051
C 0.334 -1.602 -6.172
O -0.799 -1.655 -5.320
C -0.477 -1.477 -3.944
C -1.061 -0.169 -3.428
N -0.365 0.979 -3.997
C -1.022 2.260 -3.732
C -2.394 2.493 -4.372
O -2.355 2.585 -5.789
C -2.444 1.339 -6.464
H 0.009 -1.862 -7.179
H 0.761 -0.595 -6.195
H 1.095 -2.322 -5.855
H 0.602 -1.531 -3.763
H -0.946 -2.305 -3.401
H -0.968 -0.139 -2.337
H -2.126 -0.156 -3.686
H -0.296 0.862 -5.001
H -0.347 3.038 -4.100
H -1.103 2.401 -2.649
H -2.750 3.467 -4.022
H -3.144 1.764 -4.044
H -3.039 0.608 -5.910
H -1.447 0.943 -6.666
H -2.925 1.516 -7.427
C -5.010 5.547 -5.521
O -6.135 6.263 -5.040
C -6.506 5.900 -3.712
C -6.271 7.063 -2.759
N -4.842 7.304 -2.568
C -4.546 8.548 -1.857
C -4.908 9.862 -2.557
O -4.143 10.120 -3.724
C -4.661 9.548 -4.915
H -4.871 5.802 -6.571
H -4.105 5.829 -4.974
H -5.171 4.468 -5.444
H -5.989 4.996 -3.373
H -7.577 5.678 -3.734
H -6.731 6.836 -1.793
H -6.769 7.945 -3.181
H -4.391 7.339 -3.474
H -3.467 8.554 -1.678
H -5.027 8.520 -0.874
H -4.668 10.672 -1.862
H -5.981 9.949 -2.762
H -5.752 9.475 -4.901
H -4.217 8.566 -5.091
H -4.371 10.191 -5.748
*
```

Record 2
Below is a molecular structure, C33H58N10O5PW, with properties calculated with wB97M-V/def2-TZVPD.

Properties
Kohn-Sham gap (alpha / beta) = 6.78 / 6.88 eV

ORCA input file:
```
! RIJCOSX wB97M-V def2-TZVPD def2/J DEFGRID3
* xyz 3 3
W 0.067 0.772 1.244
C -2.623 0.136 2.494
C -3.075 1.266 1.556
O -1.870 1.858 1.057
C -1.970 2.829 0.009
C -0.691 3.675 0.072
O 0.423 2.782 0.239
C 1.586 3.390 0.824
C 2.704 2.351 0.755
O 2.249 1.133 1.371
C 2.901 -0.009 0.793
C 2.389 -1.295 1.462
O 1.029 -1.114 1.894
C 0.120 -2.202 1.668
C -1.180 -1.810 2.376
O -1.612 -0.580 1.775
H -3.470 -0.518 2.726
H -2.202 0.529 3.433
H -3.666 2.018 2.098
H -3.668 0.855 0.729
H -2.839 3.477 0.165
H -2.045 2.320 -0.962
H -0.721 4.395 0.897
H -0.578 4.226 -0.871
H 1.389 3.678 1.868
H 1.867 4.279 0.248
H 3.591 2.714 1.289
H 2.958 2.155 -0.296
H 3.986 0.079 0.932
H 2.654 -0.014 -0.282
H 2.995 -1.524 2.347
H 2.464 -2.118 0.746
H 0.523 -3.123 2.105
H -0.045 -2.323 0.584
H -0.984 -1.642 3.448
H -1.948 -2.585 2.245
N 3.932 -2.058 4.643
C 2.720 -1.543 4.870
N 1.850 -2.241 5.587
C 0.609 -1.774 5.642
N -0.305 -2.385 6.393
N 0.196 -0.687 4.940
C 1.187 0.024 4.409
N 2.447 -0.331 4.318
C 0.754 1.429 4.205
C 0.969 2.220 5.332
C 0.315 3.430 5.469
C -0.556 3.798 4.449
C -0.671 2.984 3.346
N -0.025 1.800 3.172
H 4.190 -2.880 5.165
H 4.673 -1.440 4.350
H -0.014 -3.092 7.051
H -1.194 -1.933 6.529
H 1.609 1.850 6.117
H 0.427 4.039 6.349
H -1.147 4.699 4.514
H -1.365 3.273 2.570
N 0.285 -0.049 -0.559
P -0.105 -0.562 -2.002
N 1.090 -1.398 -2.800
C 1.015 -1.622 -4.245
C 2.395 -1.493 -4.883
C 3.412 -2.431 -4.207
C 2.785 -3.181 -3.033
C 2.081 -2.207 -2.093
N -1.455 -1.562 -1.896
C -1.658 -2.722 -2.767
C -2.643 -3.704 -2.148
C -4.030 -3.063 -1.981
C -3.912 -1.537 -1.866
C -2.626 -1.198 -1.113
N -0.458 0.685 -3.082
C 0.617 1.491 -3.631
C 0.410 2.967 -3.305
C -0.982 3.440 -3.772
C -1.792 2.292 -4.378
C -1.808 1.054 -3.487
H 0.328 -0.892 -4.670
H 0.616 -2.615 -4.470
H 2.736 -0.460 -4.821
H 2.296 -1.737 -5.939
H 4.261 -1.851 -3.842
H 3.796 -3.155 -4.922
H 3.569 -3.693 -2.478
H 2.091 -3.941 -3.387
H 2.851 -1.545 -1.673
H 1.602 -2.754 -1.269
H -0.693 -3.206 -2.903
H -2.037 -2.409 -3.744
H -2.252 -4.047 -1.189
H -2.708 -4.573 -2.801
H -4.514 -3.468 -1.093
H -4.653 -3.316 -2.837
H -4.777 -1.130 -1.339
H -3.884 -1.096 -2.863
H -2.628 -1.764 -0.171
H -2.557 -0.132 -0.868
H 0.670 1.367 -4.717
H 1.554 1.129 -3.201
H 1.190 3.547 -3.797
H 0.534 3.087 -2.227
H -0.883 4.214 -4.531
H -1.541 3.879 -2.941
H -1.380 2.025 -5.350
H -2.818 2.618 -4.542
H -2.283 0.228 -4.028
H -2.426 1.251 -2.600
*
```